Entry 1:
DFT (the ωB97M-V functional and the def2-TZVPD basis) results for C4H10O as an isolated structure.

Cartesian coordinates (Å):
C: -0.9912 -0.6406 1.0078
C: -0.3326 0.1485 -0.0368
C: -0.4078 -0.2939 -1.3664
C: 0.9342 0.8406 0.4150
O: 1.2822 1.8388 -0.5190
H: -1.9357 -1.1206 0.7641
H: -0.8503 -0.3585 2.0508
H: -0.0968 -2.0851 0.2151
H: -1.2874 0.7384 0.3149
H: 0.2286 0.1762 -2.1095
H: 0.0936 -1.9165 -0.5808
H: -1.3231 -0.7606 -1.7235
H: 1.7115 0.0652 0.4938
H: 0.7818 1.2654 1.4207
H: 2.1930 2.1028 -0.3461

The highest occupied orbital energy is -0.283 Eh. The total energy is -6352.333 eV. The calculation puts the frontier orbital gap at 8.514 eV. The relative energy (zero: lowest compared OMol25 entry of this formula, charge and spin) is 5.470 eV.

***

Entry 2:
DFT (the ωB97M-V functional and the def2-TZVPD basis) results for a 2-piece molecular cluster, C4H10O2 overall.

Cartesian coordinates (Å):
C: -0.2603 -1.2684 0.9227
C: -0.2583 -0.6683 -0.5451
C: -1.4445 -1.1528 -1.3934
C: -0.1377 0.8070 -0.4364
O: -1.0365 -0.8264 1.8173
H: 0.1554 -2.2997 1.0461
H: 0.6132 -1.2475 -0.8851
H: -1.2352 -1.2342 -2.4653
H: -1.8090 -2.1032 -1.0064
H: -2.2773 -0.4513 -1.2754
H: -0.7749 1.3561 -1.1515
H: -0.4795 1.2116 0.5228
H: 0.8661 1.2203 -0.5476
H: 2.0264 2.4376 2.1464
H: 3.3213 2.3831 1.3723
O: 2.7309 1.8360 1.8786

Its charge is -1. The highest occupied orbital energy (alpha / beta) is 0.026 / -0.107 Eh. As for the spin multiplicity: 2. The total energy is -8403.230 eV. The calculation puts the frontier orbital gap (alpha / beta) at 2.948 / 6.389 eV. The expectation value of S² is 0.753. The relative energy (zero: lowest compared OMol25 entry of this formula, charge and spin) is 1.054 eV.

***

Entry 3:
DFT (the ωB97M-V functional and the def2-TZVPD basis) results for a 2-piece molecular cluster, C4H10O2 overall.

Cartesian coordinates (Å):
C: -2.4064 -0.8702 0.1098
C: -1.2150 -0.1724 -0.5236
O: -0.4085 0.4471 0.4710
C: 1.4674 1.0363 -0.3359
C: 2.4625 0.3357 0.4818
O: 1.6680 -0.7959 0.5301
H: -2.0728 -1.6726 0.7758
H: -3.0494 -1.3089 -0.6617
H: -2.9952 -0.1593 0.6976
H: -1.5532 0.6134 -1.2098
H: -0.6065 -0.8879 -1.0951
H: 1.0201 1.9929 -0.0887
H: 1.3394 0.6777 -1.3510
H: 2.6522 0.8261 1.4514
H: 3.4286 0.1927 -0.0324
H: 0.2687 -0.2549 0.7807

The highest occupied orbital energy (alpha / beta) is -0.328 / -0.328 Eh. The total energy is -8401.114 eV. The calculation puts the frontier orbital gap (alpha / beta) at 8.636 / 8.637 eV. The relative energy (zero: lowest compared OMol25 entry of this formula, charge and spin) is 4.433 eV.

***

Entry 4:
DFT (the ωB97M-V functional and the def2-TZVPD basis) results for a 2-piece molecular cluster, C4H10O2 overall.

Cartesian coordinates (Å):
C: -1.4760 -0.7657 0.1426
C: -0.4857 0.3456 -0.2137
C: 0.5159 -0.0273 -1.2838
O: 1.6043 0.4962 -1.4167
C: 0.2008 0.9252 1.0300
O: 0.9676 2.0649 0.7484
H: -1.8931 -1.2481 -0.7485
H: -1.0176 -1.5409 0.7698
H: -2.3115 -0.3421 0.7103
H: -1.0352 1.1691 -0.6947
H: 0.1931 -0.8099 -2.0009
H: -0.5714 1.2225 1.7480
H: 0.7996 0.1305 1.5114
H: 1.5767 1.7965 0.0412
H: 1.1793 -1.9285 -0.0895
H: 1.7532 -1.4880 -0.2540

The highest occupied orbital energy is -0.367 Eh. The total energy is -8403.582 eV. The SMILES is C[C@H](C=O)CO.[H][H]. The calculation puts the frontier orbital gap at 10.842 eV. The relative energy (zero: lowest compared OMol25 entry of this formula, charge and spin) is 1.965 eV.

***

Entry 5:
DFT (the ωB97M-V functional and the def2-TZVPD basis) results for an isolated molecule of C4H10O2.

Cartesian coordinates (Å):
C: -2.0865 0.4188 0.2989
C: -0.6116 0.0679 0.4063
O: -0.5572 -1.2875 0.8028
C: 0.1574 0.3070 -0.8990
C: 1.6633 0.1352 -0.7429
O: 1.9469 -1.1835 -0.2673
H: -2.5776 0.1611 1.2421
H: -2.2431 1.4843 0.0987
H: -2.5560 -0.1697 -0.4972
H: -0.1553 0.7150 1.1813
H: 0.3412 -1.5954 0.6040
H: -0.0289 1.3289 -1.2551
H: -0.2176 -0.3824 -1.6666
H: 2.0462 0.8797 -0.0301
H: 2.1733 0.2954 -1.7034
H: 2.7307 -1.1484 0.2914

The highest occupied orbital energy is -0.362 Eh. The total energy is -8404.955 eV. The SMILES is C[C@@H](O)CCO. The calculation puts the frontier orbital gap at 10.602 eV. The relative energy (zero: lowest compared OMol25 entry of this formula, charge and spin) is 0.592 eV.

***

Entry 6:
DFT (the ωB97M-V functional and the def2-TZVPD basis) results for a 2-piece molecular cluster, C4H10O2 overall.

Cartesian coordinates (Å):
C: -1.7900 0.6341 2.5970
C: -0.7326 1.1997 3.5434
O: 0.3254 1.3623 2.9198
H: -2.2927 -0.2205 3.0941
H: -2.4186 1.4251 2.2843
H: -1.4359 0.2606 1.6607
H: -1.1266 1.6969 4.4705
C: 0.7783 -0.4055 -1.3829
C: 1.4202 -1.0243 -2.6012
O: 0.6495 -1.4262 -3.8728
H: 1.4542 -0.5072 -0.4777
H: -0.2711 -0.7062 -0.9734
H: 0.7796 0.7296 -1.6196
H: 2.2536 -0.4570 -3.0576
H: 1.9061 -2.0317 -2.2711
H: 0.5005 -0.5297 -4.3135

The highest occupied orbital energy is -0.363 Eh. The total energy is -8402.706 eV. The SMILES is CC=O.CCO. The calculation puts the frontier orbital gap at 10.648 eV. The relative energy (zero: lowest compared OMol25 entry of this formula, charge and spin) is 2.841 eV.

***

Entry 7:
DFT (the ωB97M-V functional and the def2-TZVPD basis) results for a 3-piece molecular cluster, C4H10O2 overall.

Cartesian coordinates (Å):
C: -0.5595 2.4227 -0.2659
C: 0.1962 1.3414 -0.1085
C: 0.9784 1.0437 1.1048
C: 1.7515 -0.0335 1.1875
H: -0.7259 3.0778 0.5794
H: -0.8080 2.8873 -1.2138
H: 0.2641 0.4674 -0.7529
H: 0.7309 1.6288 1.9868
H: 2.4458 -0.1635 2.0145
H: 1.8351 -0.8930 0.5353
O: 0.2107 -3.4340 0.8015
H: 0.2714 -2.4815 0.9152
H: -0.3926 -3.6117 0.0750
O: -2.0633 -0.2736 -2.2676
H: -1.2220 -0.7202 -2.1477
H: -1.9652 0.6097 -1.8939

The highest occupied orbital energy is -0.346 Eh. The total energy is -8403.130 eV. The SMILES is C=CC=C.O.O. The calculation puts the frontier orbital gap at 9.819 eV. The relative energy (zero: lowest compared OMol25 entry of this formula, charge and spin) is 2.417 eV.

***

Entry 8:
DFT (the ωB97M-V functional and the def2-TZVPD basis) results for a 2-piece molecular cluster, C4H10O2 overall.

Cartesian coordinates (Å):
C: 1.2467 1.9098 -0.5913
C: 0.3790 1.1755 0.4258
C: -0.2201 -0.0777 -0.2128
O: 0.7360 -0.9956 -0.6125
C: -0.8159 -1.0433 0.7170
O: -0.7905 -2.8725 -0.3639
H: 1.7669 2.7569 -0.1329
H: 1.9899 1.2211 -1.0034
H: 0.6405 2.2926 -1.4208
H: 0.9941 0.8621 1.2790
H: -0.4181 1.8274 0.8078
H: -0.9262 0.2148 -1.0125
H: -0.0574 -2.2932 -0.7843
H: -1.8619 -1.3274 0.7426
H: -0.2098 -1.3030 1.5790
H: -0.3019 -3.4946 0.1945

The highest occupied orbital energy (alpha / beta) is -0.331 / -0.331 Eh. The total energy is -8401.682 eV. The calculation puts the frontier orbital gap (alpha / beta) at 8.636 / 8.637 eV. The relative energy (zero: lowest compared OMol25 entry of this formula, charge and spin) is 3.865 eV.

***

Entry 9:
DFT (the ωB97M-V functional and the def2-TZVPD basis) results for an isolated molecule of C4H10O2.

Cartesian coordinates (Å):
C: 2.5448 0.6282 0.1875
C: 1.6278 -0.4763 -0.3392
O: 0.3479 -0.0481 0.1824
C: -0.7238 -1.0022 -0.0192
C: -2.0407 -0.2171 0.2335
O: -1.9418 1.1168 -0.2797
H: 3.5301 0.4065 -0.2675
H: 2.1142 1.6345 -0.1345
H: 2.5848 0.4817 1.2780
H: 1.9123 -1.4523 0.1212
H: 1.5630 -0.5702 -1.4367
H: -0.5655 -1.8952 0.6319
H: -0.7903 -1.2211 -1.0385
H: -2.0848 -0.3085 1.3596
H: -2.8865 -0.6744 -0.3111
H: -1.0743 1.4534 0.2001

The highest occupied orbital energy is -0.362 Eh. The total energy is -8403.725 eV. The SMILES is CCOCCO. The calculation puts the frontier orbital gap at 10.876 eV. The relative energy (zero: lowest compared OMol25 entry of this formula, charge and spin) is 1.822 eV.

***

Entry 10:
DFT (the ωB97M-V functional and the def2-TZVPD basis) results for C4H10O2 as an isolated structure.

Cartesian coordinates (Å):
C: -1.1458 -1.7889 -1.2897
O: -1.0250 -0.9408 -0.1776
C: 0.3406 -0.7424 0.2169
C: 0.4329 0.3098 1.2702
C: 1.0371 2.0707 0.4839
O: -0.5292 1.4331 0.8594
H: -0.5787 -1.4072 -2.1541
H: -0.7794 -2.8019 -1.0624
H: -2.2046 -1.8467 -1.5558
H: 0.9063 -0.4793 -0.7002
H: 0.7672 -1.6796 0.6058
H: 0.0394 -0.0561 2.2259
H: 0.5837 2.9620 0.0190
H: 1.6459 1.5417 -0.2473
H: 1.6067 2.3551 1.3612
H: -1.0972 1.0706 0.1446

The highest occupied orbital energy is -0.257 Eh. The total energy is -8399.086 eV. The calculation puts the frontier orbital gap at 7.962 eV. The relative energy (zero: lowest compared OMol25 entry of this formula, charge and spin) is 6.461 eV.

***

Entry 11:
DFT (the ωB97M-V functional and the def2-TZVPD basis) results for a 2-piece molecular cluster, C4H10O2 overall.

Cartesian coordinates (Å):
C: 0.9007 1.6289 -2.1989
C: 0.5591 0.3785 -1.9339
O: -0.6090 -0.0297 -1.3472
H: 1.7864 1.7041 -2.8222
H: 0.5061 2.5580 -1.8213
H: 1.0858 -0.4983 -2.3182
H: -0.4163 -0.7570 -0.7182
C: -0.1355 0.5485 2.1292
C: -0.7522 -0.8069 1.8881
O: -0.0203 -1.5500 0.9008
H: 0.8608 0.4723 2.5772
H: -0.7413 1.1573 2.8000
H: -0.0283 1.0781 1.1821
H: -0.8350 -1.4448 2.7692
H: -1.7644 -0.6598 1.5133
H: 0.8863 -1.5002 1.1705

The highest occupied orbital energy is -0.330 Eh. The total energy is -8403.924 eV. The SMILES is C=CO.CCO. The calculation puts the frontier orbital gap at 9.799 eV. The relative energy (zero: lowest compared OMol25 entry of this formula, charge and spin) is 1.623 eV.

***

Entry 12:
DFT (the ωB97M-V functional and the def2-TZVPD basis) results for a 2-piece molecular cluster, C4H10O2 overall.

Cartesian coordinates (Å):
C: 2.1536 1.1361 0.5482
C: 1.3139 0.6493 -0.6076
C: 0.0181 0.4087 -0.4911
C: -0.8492 -0.2951 -1.5155
O: -1.9976 -0.7728 -0.8088
H: 3.1195 1.4528 0.1306
H: 1.8563 1.9955 1.1790
H: 2.3327 0.2716 1.2453
H: 1.7672 0.5057 -1.5945
H: -0.6311 0.8272 0.2875
H: -0.3424 -1.1888 -1.9495
H: -1.1289 0.2054 -2.4301
H: -1.9440 -1.7004 -0.5817
O: -2.2138 -1.4164 2.1950
H: -2.0335 -0.6491 1.6401
H: -1.4207 -1.4299 2.7531

The highest occupied orbital energy is -0.348 Eh. The total energy is -8403.682 eV. The SMILES is C/C=C/CO.O. The calculation puts the frontier orbital gap at 10.276 eV. The relative energy (zero: lowest compared OMol25 entry of this formula, charge and spin) is 1.865 eV.

***

Question: relative energy (zero: lowest compared OMol25 entry of this formula, charge and spin) of number 12 (C4H10O2)?
Answer: 1.865 eV

***

What did the sixth record say?
DFT (the ωB97M-V functional and the def2-TZVPD basis) results for a 2-piece molecular cluster, C4H10O2 overall.

Cartesian coordinates (Å):
C: -1.7900 0.6341 2.5970
C: -0.7326 1.1997 3.5434
O: 0.3254 1.3623 2.9198
H: -2.2927 -0.2205 3.0941
H: -2.4186 1.4251 2.2843
H: -1.4359 0.2606 1.6607
H: -1.1266 1.6969 4.4705
C: 0.7783 -0.4055 -1.3829
C: 1.4202 -1.0243 -2.6012
O: 0.6495 -1.4262 -3.8728
H: 1.4542 -0.5072 -0.4777
H: -0.2711 -0.7062 -0.9734
H: 0.7796 0.7296 -1.6196
H: 2.2536 -0.4570 -3.0576
H: 1.9061 -2.0317 -2.2711
H: 0.5005 -0.5297 -4.3135

The highest occupied orbital energy is -0.363 Eh. The total energy is -8402.706 eV. The SMILES is CC=O.CCO. The calculation puts the frontier orbital gap at 10.648 eV. The relative energy (zero: lowest compared OMol25 entry of this formula, charge and spin) is 2.841 eV.

***

Question: What is the formula in the eighth record?
Answer: C4H10O2

***

Question: Among the records above, which one has the lowest relative energy (zero: lowest compared OMol25 entry of this formula, charge and spin)?
Answer: number 5